No. 1
# C64H171N7O28

A 18-piece molecular cluster, C64H171N7O28 overall in a non-equilibrium geometry (ωB97M-V with the def2-TZVPD basis set, the OMol25 dataset).

Values from the calculation:
Highest occupied orbital energy, Eh: -0.302
Kohn-Sham gap, eV: 8.57
LUMO energy, eV: 0.35

Positions of all 270 atoms, in Å:
H 16.1321 12.4934 22.0995
H 19.9309 20.4926 15.2633
C 12.6792 18.4260 10.9657
C 11.0072 20.3162 24.3178
O 16.1582 18.3100 27.5227
H 18.7004 18.2740 25.5135
C 15.3376 24.0287 19.3779
C 15.7710 13.5114 22.2456
H 21.6109 25.5193 11.0018
H 16.2880 20.1907 15.0660
C 16.7460 25.1084 24.3208
O 13.0762 24.9248 18.8882
O 10.4886 19.4532 25.3270
C 20.4445 23.5713 18.2635
C 22.5290 19.0528 24.1140
H 13.8166 17.2727 19.8550
H 26.3456 12.3023 24.2804
H 21.9596 15.6409 24.1746
H 15.6550 23.7776 18.3658
H 17.4067 24.3943 24.8123
H 13.3352 14.7889 18.0267
N 17.6677 18.1442 23.4931
O 16.5485 19.3442 17.5854
O 22.5076 13.7953 24.8876
C 11.7071 23.3775 23.5427
N 23.7473 11.1369 26.2521
H 16.8822 14.6957 18.4546
H 15.2427 18.1151 15.8863
H 17.5090 20.7189 18.8087
H 20.8048 18.0491 19.5383
H 20.5617 19.1578 26.9638
H 12.0848 20.3903 24.4636
H 12.9085 16.2811 24.2088
C 24.5338 22.2262 21.6030
H 18.0130 16.1390 17.2887
C 15.2809 14.3605 17.3279
C 14.5402 17.6945 29.0663
H 19.1433 14.2424 19.7160
C 23.1711 20.2631 24.8217
H 14.4869 14.9656 27.3738
C 26.7358 10.0953 23.1116
H 19.8083 22.7432 24.9361
C 24.9198 11.9297 25.8104
H 24.2795 20.3532 21.9643
H 20.9120 25.5688 13.5037
H 17.8993 18.7399 21.4724
C 10.8358 26.3991 21.4825
C 17.0950 15.7946 16.8126
N 10.3850 22.7436 23.5603
C 19.1685 16.9868 27.0094
H 22.8044 11.1424 24.3317
H 19.6670 16.8578 22.8410
O 24.9620 20.9068 21.5779
H 22.6604 23.5857 14.7635
H 18.0325 19.1132 19.0831
H 17.5203 14.7014 14.9754
H 20.6872 16.0094 18.7420
H 25.7029 11.9431 26.5685
H 20.0062 23.4581 20.8641
H 18.8002 12.4671 26.8969
H 24.5825 12.9661 25.8021
C 19.2176 20.6673 26.3845
H 15.3792 18.6859 22.2119
H 17.3689 24.7508 22.2794
O 25.9705 10.2988 24.2194
C 16.0649 17.9396 28.8776
H 25.7182 16.6503 18.5022
C 16.7050 19.1392 23.9710
C 15.6514 19.4847 22.9018
H 19.5383 24.1753 18.3087
C 19.5046 17.4790 21.9601
H 22.8178 15.2626 18.3838
H 15.5934 20.6518 26.1086
H 14.1218 21.1187 28.0490
H 16.9658 26.4051 22.5667
H 21.8935 22.7220 16.8883
C 11.8650 24.2990 22.3305
H 15.5832 13.8430 21.2244
H 13.9820 17.1173 26.0767
H 15.7541 14.4998 13.1368
H 22.3712 26.1430 14.2837
H 15.8248 18.3940 13.4472
H 14.9835 26.0502 18.9505
C 23.0324 22.2880 21.1261
C 19.6292 22.6038 20.3017
C 13.9966 16.2966 20.3055
H 14.6270 16.4147 21.1868
H 16.6183 25.9410 25.0127
O 22.3346 14.7248 19.0154
H 16.9784 14.1806 23.9711
C 23.8990 17.6517 17.6719
H 14.3179 16.7033 28.6708
H 24.2868 16.5790 19.5049
O 20.3681 22.4408 19.0716
C 14.2090 14.9517 26.3199
H 21.4455 19.1030 24.2216
H 21.4812 17.2921 16.8276
H 9.6696 23.4085 23.8178
H 20.7627 14.5970 17.7078
H 12.3112 22.4305 27.6312
H 20.9483 23.5055 14.1365
H 16.6996 17.0891 29.1264
O 23.3394 16.4992 17.1519
C 16.8411 14.4556 22.9253
H 19.1634 16.7693 21.2065
H 22.8410 26.6237 11.7627
N 15.3412 19.9171 14.8452
C 21.9301 25.2872 13.7725
H 14.7636 19.9175 23.3630
H 25.1960 22.7864 20.9429
C 20.7691 18.8376 20.2901
C 19.6540 21.8460 24.3367
C 18.5452 15.7667 26.3825
H 9.2509 21.5199 24.8954
C 21.6925 24.0810 14.6870
H 10.1774 27.1264 21.9575
H 21.6388 19.4945 20.3040
H 22.9012 18.1580 24.6128
H 22.3737 21.6466 21.7116
H 20.1925 22.5494 16.3881
H 19.6790 19.9412 16.8777
H 22.6135 23.2923 21.1884
H 18.6283 21.7676 23.9762
C 19.4928 19.3342 27.0832
H 20.6205 14.6689 24.7704
H 22.0274 13.0632 26.6282
H 11.4576 17.6640 24.7398
H 19.3147 19.6131 28.1218
H 20.2539 16.9853 26.9102
H 13.1134 20.3328 26.9010
O 16.3888 15.7658 22.8763
C 21.6616 14.9364 24.9511
H 22.9903 22.0024 20.0751
H 16.2866 24.2534 19.8648
O 18.2095 19.4184 15.4575
O 10.9962 25.4128 22.5657
H 14.6038 18.9999 18.1462
O 15.4373 24.6410 24.0588
H 20.3516 13.0580 19.5920
H 23.7292 16.3715 16.2839
C 15.2694 19.3292 13.5170
C 14.8164 19.1161 15.9524
H 18.9397 16.8939 28.0711
H 13.3154 18.4545 13.5997
H 12.1481 23.8998 24.3917
C 13.8793 19.1370 12.9640
H 21.9607 10.5072 25.5901
H 12.2103 18.5980 26.0344
H 22.3401 18.4553 22.3368
C 21.8996 12.7169 25.6026
C 15.6422 15.5675 13.3256
H 15.5030 16.5530 25.4306
H 14.3131 25.4896 20.4792
H 16.3945 18.7735 29.4974
H 14.9365 23.1328 19.8517
N 16.7032 14.5627 17.4695
C 10.2902 21.7042 24.6236
H 14.6718 13.8907 24.7493
H 20.6628 14.2891 20.7678
H 17.4645 15.7879 26.5227
O 22.6632 24.7872 12.6370
H 22.8370 21.2384 24.4680
C 13.7279 21.2225 27.0380
H 17.9005 16.3926 14.8530
H 15.1144 13.3414 17.6769
H 18.5616 22.6013 20.0822
H 18.9534 19.5210 22.6658
H 14.6442 15.8407 12.9830
H 24.5645 18.1734 16.9841
H 10.8061 19.9154 23.3243
C 24.8425 17.2172 18.8180
O 14.6939 15.3849 19.4412
H 10.7511 22.1436 25.5083
C 14.3155 15.2643 18.0588
H 15.0137 22.1998 22.1570
O 15.8394 15.9097 14.6902
H 17.1964 20.0527 24.3060
H 11.9002 17.8739 11.4915
C 17.1382 19.6951 18.8598
C 15.9606 21.7785 22.4947
H 21.1584 24.2019 18.7934
H 13.9501 18.4441 28.5390
O 20.7177 18.0895 21.4974
H 14.8178 24.8904 24.7484
H 16.2179 18.7103 24.8467
O 13.9141 18.5194 11.6684
H 23.3394 25.2547 10.8148
H 14.4271 21.4501 24.9784
N 18.6960 18.2588 26.5234
H 12.3216 19.3764 10.5696
H 23.9223 10.1427 26.2834
H 15.5318 15.7692 23.3089
H 20.8350 12.6071 25.3962
O 19.9946 20.7298 25.1713
C 22.5982 11.3657 25.3785
H 16.3787 16.0646 12.6943
H 20.1967 24.7348 15.8787
H 26.3489 10.5391 22.1944
C 18.4915 18.5780 22.3730
H 13.0202 16.0045 20.6921
H 14.1477 17.6659 30.0827
H 18.4432 25.8151 23.2055
H 11.5019 23.7710 21.4488
H 22.9471 20.2470 25.8883
C 15.1591 19.5605 17.3943
C 20.5262 18.4767 15.5925
H 16.4146 16.5856 17.1279
H 15.0381 14.3946 16.2658
O 20.5884 17.6198 16.6966
H 10.6289 17.7827 26.3636
H 17.2092 17.2730 23.2675
O 14.8484 13.9065 25.6927
C 14.8203 21.4116 25.9943
H 23.1480 18.3524 18.0368
C 17.1687 15.6937 15.2581
C 19.5488 19.6475 15.8361
H 18.1585 20.8728 26.2289
H 20.3799 17.9370 14.6568
C 20.9242 23.2184 16.8411
H 13.3099 20.0654 12.9188
H 11.7019 26.9680 21.1445
H 16.7441 22.4603 22.1642
C 11.2555 18.2748 25.6197
H 15.3992 22.3295 26.0957
H 16.4622 19.6447 19.7134
H 19.8533 21.7630 20.9581
H 13.7320 19.1402 15.8450
H 24.2610 20.2506 24.8210
C 20.9794 14.9597 18.7126
H 27.7526 10.4838 23.1684
H 19.5115 21.5081 27.0128
H 16.0231 21.9588 23.5679
N 21.1425 24.4147 16.0306
H 25.1594 18.0990 19.3749
H 15.7980 20.0162 12.8562
H 17.3333 13.4736 26.8435
H 10.3740 25.9676 20.5944
H 12.8911 17.9131 10.0276
O 12.9348 22.3462 26.9063
C 14.4058 25.2536 19.4191
C 20.2247 14.1235 19.7836
H 19.8993 19.4785 20.1463
H 12.6955 25.7227 18.5142
H 13.1270 14.8304 26.2693
O 22.9976 18.9938 22.7834
H 24.9115 11.9126 23.5247
H 12.9055 24.5382 22.1112
H 14.9499 20.6243 17.5071
H 21.6690 15.4638 25.9050
H 17.8022 14.3335 22.4258
H 20.2546 21.8912 23.4283
C 25.4930 11.6345 24.4037
C 17.4043 25.5280 23.0428
C 18.3926 13.4305 26.5904
H 18.6843 15.7147 25.3026
H 13.9606 12.8952 22.4195
H 12.4844 22.6266 23.4011
H 26.9530 9.0421 22.9330
H 17.0786 18.3738 27.2575
H 14.2599 16.2561 17.6100
H 21.5424 18.8344 15.4271
H 17.7486 19.0479 16.2137
H 24.6480 22.6176 22.6139
O 14.5832 13.3642 22.9800
C 14.4439 16.3079 25.5113
H 18.4142 13.3692 25.5024
O 13.8674 16.2465 24.1798
O 19.0242 14.6181 27.0369
C 22.5725 25.5982 11.5089
O 16.1891 20.4576 21.9880



No. 2
# C2H4O2S

One molecule with the formula C2H4O2S in a non-equilibrium geometry (ωB97M-V with the def2-TZVPD basis set, the OMol25 dataset).

Values from the calculation:
ΔE to the lowest compared entry with this formula, charge and spin, eV: 2.463
Highest occupied orbital energy, Eh: -0.331
Kohn-Sham gap, eV: 9.18
LUMO energy, eV: 0.17

Positions of all 9 atoms, in Å:
C -0.2174 0.4667 -1.0020
C -0.0495 -0.0850 0.3947
O -0.4793 -0.0756 2.9755
H 0.2185 -0.3842 -1.5418
H 1.4115 -1.2206 -0.4291
O 0.8711 -1.2705 0.3530
H -1.2036 0.5716 -1.3050
S -0.8103 0.5855 1.7018
H 0.2590 1.4121 -1.1472



No. 3
# C28H49F10N9O24Rb2S10

C28H49F10N9O24Rb2S10 as an isolated structure in a non-equilibrium geometry (ωB97M-V with the def2-TZVPD basis set, the OMol25 dataset).

Values from the calculation:
Highest occupied orbital energy, Eh: -0.086
Kohn-Sham gap, eV: 4.81
LUMO energy, eV: 2.47
Total charge: -2

Positions of all 132 atoms, in Å:
O 23.1972 -14.6436 -4.1071
N 17.3600 -17.4647 -4.7602
H 22.5504 -10.7916 3.5097
H 14.5774 -10.1935 -9.4330
O 14.7909 -7.7171 -2.5710
S 13.9739 -8.6938 -3.3081
H 14.4433 -17.5992 -4.8287
H 13.5139 -10.8651 -6.1367
H 14.9480 -11.9052 -4.3075
H 22.7624 -12.2910 4.5677
C 18.5432 -17.5012 -5.7548
C 16.7469 -16.0545 -4.7021
O 17.9275 -8.8926 0.4083
H 16.2263 -15.9052 -5.6480
H 11.5352 -11.5748 -4.7601
H 11.9304 -10.9166 -6.8565
S 22.4338 -13.4572 -1.5237
O 11.8213 -6.8351 -3.7839
H 16.7496 -19.4618 -5.0671
Rb 18.8630 -12.7420 -2.7346
O 14.2583 -8.7008 -4.7648
O 18.1579 -7.5492 -1.6370
C 14.0145 -13.4260 -5.6926
C 15.1694 -15.5098 -1.0513
O 22.4714 -14.9219 -1.3644
S 18.5062 -12.8986 -6.4787
O 21.1526 -19.3161 -0.3891
C 13.4143 -11.4669 -8.1821
N 21.6964 -12.9323 -2.6904
O 20.6179 -7.4327 -0.5094
S 21.2626 -18.5955 0.8812
C 20.1166 -12.8702 4.1141
O 20.7715 -15.6860 1.3907
H 17.7067 -17.0665 -2.5827
H 16.1425 -18.4647 -6.2785
C 16.3174 -18.4704 -5.2026
S 20.5990 -8.9067 -0.4867
H 17.5236 -18.7435 -3.0384
H 13.0110 -11.8299 -2.9359
H 17.4707 -15.2887 -4.4232
C 19.8068 -17.2902 -4.8744
C 11.7688 -13.6475 -7.0081
O 15.4012 -16.7352 -1.3402
N 19.3651 -9.7378 -1.4284
C 14.9969 -18.4205 -4.3736
H 20.0734 -17.6103 -2.8171
F 10.3208 -8.5352 -2.9461
H 17.2843 -11.8607 1.1608
F 17.2004 -9.7242 -1.7112
O 23.6204 -12.7473 -1.0615
H 14.3233 -12.0680 -8.1596
C 19.4030 -17.9564 -3.6038
C 14.1351 -19.6821 -4.6264
H 12.7582 -13.5457 -2.9812
C 13.6019 -13.7467 -0.3680
C 14.4124 -12.8520 -4.2377
H 16.7079 -12.2982 -0.8074
H 11.3700 -14.5462 -6.5376
H 14.7324 -20.4895 -4.2028
F 14.7138 -10.0304 -2.7383
O 17.4207 -14.6764 -1.5863
N 18.4033 -12.5258 2.7705
O 17.2019 -13.5981 -6.3231
H 12.9752 -9.4862 -9.0909
H 13.1996 -19.6381 -4.0688
H 23.8980 -11.8108 3.3643
H 22.0877 -12.1112 1.5550
O 14.4342 -11.4324 -0.1182
C 11.9972 -12.5618 -4.7369
H 14.2345 -9.4047 -7.8676
H 20.7187 -17.6876 -5.3200
F 21.7765 -9.2769 -1.4610
H 12.7048 -11.7991 -8.9401
C 22.1376 -12.6083 2.5237
H 22.5271 -13.6198 2.4079
S 17.9618 -10.6046 -6.3316
N 12.4957 -9.1369 -2.7671
H 13.9884 -19.8313 -5.6962
S 11.6911 -8.2869 -3.7931
H 11.2272 -13.2943 -4.4950
C 19.5895 -12.4536 2.0245
F 18.4704 -16.3027 1.2702
F 21.3126 -12.9414 -0.5077
C 16.2849 -14.4020 -1.1902
H 14.7460 -13.2487 -6.4810
H 20.0098 -16.2342 -4.6961
H 18.6622 -18.5105 -6.1488
H 13.7894 -14.4921 -5.7214
O 12.3299 -13.5796 -0.0970
H 18.2736 -16.7012 -6.4442
C 13.8228 -10.0232 -8.6651
C 12.8795 -11.4501 -6.8026
C 15.9389 -13.0564 -0.8110
S 22.8966 -13.2151 -3.8513
C 13.8245 -15.0031 -0.7603
N 18.9232 -11.8008 -5.5067
Rb 20.6793 -10.1168 -3.9588
H 15.2974 -18.1632 -3.3579
H 19.7020 -18.9911 -3.7714
H 15.0314 -13.6254 -3.7830
N 19.8545 -18.0285 1.6245
H 17.8631 -13.0922 4.6872
C 14.6782 -12.6760 -0.4294
O 19.8682 -16.8241 -0.6244
C 17.0451 -12.2974 2.1304
O 19.0190 -12.7506 -7.8557
O 11.3559 -8.9381 -5.0652
F 21.8321 -12.9294 -5.0156
O 22.4838 -17.8911 1.2302
O 21.0146 -9.6809 0.7138
O 18.6323 -9.6526 -7.2340
F 19.5275 -14.0692 -5.9501
H 19.7068 -12.0485 1.0303
H 10.9965 -12.8963 -7.1730
C 22.8293 -11.8432 3.5762
C 12.9823 -12.6849 -3.6113
H 12.3872 -13.8111 -7.8906
F 21.3987 -19.8429 1.8943
H 20.6293 -13.0881 5.0394
C 17.9498 -17.7927 -3.3584
N 12.6582 -12.8268 -6.0588
H 16.3680 -11.7621 2.7960
O 24.0061 -12.2583 -3.9697
F 17.8020 -9.6705 -4.9898
H 16.6547 -13.2773 1.8558
S 18.3215 -8.8568 -0.9902
H 16.0532 -15.9337 -3.8701
H 12.9888 -15.6856 -0.7147
C 18.7107 -12.8781 4.0531
O 16.5925 -10.9423 -6.6489
N 20.6667 -12.7279 2.8347
S 19.9761 -16.7613 0.8172



No. 4
# C6H12N4

An isolated ion of composition C6H12N4 and charge +2 in a non-equilibrium geometry (ωB97M-V with the def2-TZVPD basis set, the OMol25 dataset).

Values from the calculation:
ΔE to the lowest compared entry with this formula, charge and spin, eV: 6.227
Highest occupied orbital energy (alpha / beta), Eh: -0.558 / -0.634
Kohn-Sham gap (alpha / beta), eV: 4.21 / 9.15
LUMO energy (alpha / beta), eV: -10.98 / -8.11
Total charge: +2

Positions of all 22 atoms, in Å:
N 0.1002 -0.3506 -1.3431
C 1.0297 1.3210 -2.8953
N 0.3981 1.4401 0.5980
C 0.4755 0.9187 -1.6142
H -0.5882 -0.2530 1.6993
C -0.6824 -2.5276 -0.1463
H -1.5731 -1.2128 3.0839
C -1.2586 -2.4111 1.3187
N 0.6480 1.6508 -0.6052
H 1.2935 3.2633 0.6234
H 0.6987 2.2841 -3.3675
H -0.6470 -3.0930 1.9039
C -0.2886 -1.2778 -0.7434
H -0.1406 3.1880 1.4595
H 1.2072 2.5687 2.1988
H 2.1302 1.5540 -2.4863
H -1.4293 -3.0247 -0.8444
H 1.1354 0.5219 -3.6052
N 0.7231 2.7153 1.3087
H -2.2391 -2.9955 1.4964
H 0.1792 -3.1912 -0.0491
C -1.1719 -1.0885 2.0094



No. 5
# C2H4BrP

One molecule with the formula C2H4BrP in a non-equilibrium geometry (ωB97M-V with the def2-TZVPD basis set, the OMol25 dataset).

Values from the calculation:
ΔE to the lowest compared entry with this formula, charge and spin, eV: 1.302
Structure (SMILES): Br[C@H]1CP1
Highest occupied orbital energy, Eh: -0.357
Kohn-Sham gap, eV: 10.60
LUMO energy, eV: 0.87

Positions of all 8 atoms, in Å:
H -0.1082 0.4758 -1.7733
H -1.1540 -1.3569 1.2093
C 0.5429 0.0752 0.3808
P -0.3756 -1.4502 -0.0079
H 0.3156 0.6759 1.1670
C -0.5054 0.2831 -0.6405
Br 2.4608 0.1816 0.0630
H -1.1761 1.1156 -0.3985